# 1
C6H9N in the gas phase in a non-equilibrium geometry, computed with ωB97M-V with the def2-TZVPD basis set.

The geometry in ORCA input format:
```
! RIJCOSX wB97M-V def2-TZVPD def2/J DEFGRID3
* xyz 0 1
C -1.6873 1.8589 -0.1464
C -0.9738 0.8690 0.3223
C -0.1278 -0.0977 0.6167
C -0.3160 -1.0136 1.8306
C 1.1316 -0.1049 -0.2088
C 0.9994 0.0049 -1.7202
N 1.5330 -1.1831 -1.0951
H -1.5189 2.8821 0.1849
H -2.4261 1.6833 -0.9242
H -0.3091 -2.0697 1.5398
H -1.2647 -0.8304 2.3563
H 0.4820 -0.8738 2.5722
H 1.9764 0.3378 0.3316
H 1.6469 0.5401 -2.4264
H -0.0314 -0.0534 -2.0666
H 0.8855 -1.9495 -1.1666
*
```

Values from the calculation:
SMILES: C=C=C(C)[C@@H]1CN1
Relative energy (zero: lowest compared OMol25 entry of this formula, charge and spin) (eV): 3.1273


# 2
C2F6O4 in the gas phase in a non-equilibrium geometry, computed with ωB97M-V with the def2-TZVPD basis set.

The geometry in ORCA input format:
```
! RIJCOSX wB97M-V def2-TZVPD def2/J DEFGRID3
* xyz 0 1
F -2.0899 0.9223 2.7686
C -0.8906 1.3149 2.2358
F 0.1191 0.7477 2.9241
F -0.7930 2.6596 2.3197
O -0.7968 1.0080 0.8574
O -1.0755 -0.3799 0.5861
O 0.0163 -0.9379 -0.2055
O 0.0716 -0.4374 -1.5648
C 1.1200 -1.0456 -2.3005
F 2.3277 -0.9642 -1.6853
F 0.8078 -2.3812 -2.3917
F 1.1833 -0.5062 -3.5438
*
```

Values from the calculation:
SMILES: FC(F)(F)OOOOC(F)(F)F
Relative energy (zero: lowest compared OMol25 entry of this formula, charge and spin) (eV): 0.0000


# 3
A molecular structure, C34H42NO2Ti in a non-equilibrium geometry, computed with ωB97M-V with the def2-TZVPD basis set.

The geometry in ORCA input format:
```
! RIJCOSX wB97M-V def2-TZVPD def2/J DEFGRID3
* xyz -1 3
C -0.5678 -1.5957 -1.6540
C -0.8627 -0.3205 -2.2175
C 0.2723 0.5256 -2.0185
H -1.7493 -0.0719 -2.7974
C 1.2636 -0.2256 -1.2987
C 0.7469 -1.5404 -1.1001
H 2.2712 0.1140 -1.0545
C -2.4871 0.5892 1.4145
C -2.8790 0.6651 0.0434
C -2.0867 1.6660 -0.5899
H -3.7094 0.1355 -0.4192
C -1.1656 2.1924 0.3859
C -1.4124 1.4919 1.6349
H 0.4347 1.5064 -2.4644
H 1.3194 -2.3700 -0.6873
H -1.1996 -2.4790 -1.7332
H -0.9190 1.7038 2.5841
H -2.2196 2.0530 -1.6011
H -2.9876 0.0223 2.1942
Ti -0.5739 0.0399 0.0880
C -0.2558 3.3885 0.2576
C -0.4679 4.2416 1.5199
C -0.5873 4.2098 -0.9935
H -1.5334 4.4772 1.6307
H 0.1070 5.1642 1.4587
H -0.1319 3.7005 2.4097
H -1.6564 4.4627 -1.0046
H -0.3460 3.6686 -1.9169
H -0.0096 5.1416 -0.9785
C 1.2080 2.8678 0.1195
C 2.2596 3.9548 0.2909
H 1.3711 2.4206 -0.8689
H 1.4437 2.1050 0.8902
O 2.0469 4.8968 1.0450
N 3.4528 3.8663 -0.3889
C 3.9873 2.6933 -1.0834
H 4.1309 4.5640 -0.1016
C 3.4902 2.5836 -2.5079
C 3.8457 1.4579 -3.2587
H 4.4576 0.6870 -2.7841
C 3.4281 1.3352 -4.5845
H 3.7146 0.4529 -5.1605
C 2.6515 2.3435 -5.1712
H 2.3307 2.2523 -6.2110
C 2.2938 3.4718 -4.4238
H 1.6856 4.2667 -4.8606
C 2.7289 3.5992 -3.0969
H 2.5029 4.5029 -2.5236
H 3.7443 1.7732 -0.5247
H 5.0864 2.7872 -1.0850
C 1.7707 -2.5976 3.6223
C 1.3362 -3.0230 2.2202
C 2.2604 -4.1244 1.6936
C -0.1214 -3.4801 2.2245
C -0.4548 -4.6549 2.9011
C -1.7591 -5.1361 2.9117
C -2.7398 -4.4452 2.2075
C -2.4430 -3.2768 1.5054
C -3.5680 -2.6300 0.6962
C -4.1808 -3.5967 -0.3167
C -4.6693 -2.1094 1.6203
C -1.1359 -2.7187 1.5921
O -0.8577 -1.4996 1.1189
H 1.7101 -3.4420 4.3194
H 1.1251 -1.7954 3.9922
H 2.8031 -2.2333 3.6086
H 1.4172 -2.1578 1.5549
H 2.2555 -4.9915 2.3650
H 1.9458 -4.4586 0.6990
H 3.2886 -3.7530 1.6198
H 0.3353 -5.1991 3.4247
H -2.0094 -6.0466 3.4514
H -3.7677 -4.8179 2.1860
H -3.1290 -1.7942 0.1364
H -4.6769 -4.4285 0.1981
H -4.9280 -3.0728 -0.9246
H -3.4167 -4.0024 -0.9866
H -4.2624 -1.4846 2.4199
H -5.3969 -1.5175 1.0537
H -5.1986 -2.9514 2.0824
*
```

Values from the calculation:
Relative energy (zero: lowest compared OMol25 entry of this formula, charge and spin) (eV): 0.0000


# 4
A gas-phase ion, C2H5N2S3 (charge +1) in a non-equilibrium geometry, computed with ωB97M-V with the def2-TZVPD basis set.

The geometry in ORCA input format:
```
! RIJCOSX wB97M-V def2-TZVPD def2/J DEFGRID3
* xyz 1 1
C -1.2088 -0.6317 -0.0915
C 0.8357 0.2571 -0.2495
N -1.2031 1.8364 -0.5291
N 1.7643 -0.5101 0.3323
S -1.3670 -2.2768 0.1563
S -2.3451 0.5397 -0.1378
S 0.2320 1.7904 0.4865
H 0.8347 0.3643 -1.2841
H -1.5015 2.8900 -0.3859
H 1.8838 -0.5891 1.3797
H 2.1599 -1.2758 -0.3467
H -0.0848 -2.3942 0.6697
*
```

Values from the calculation:
Relative energy (zero: lowest compared OMol25 entry of this formula, charge and spin) (eV): 2.6938


# 5
C6H8N4O2 in the gas phase in a non-equilibrium geometry, computed with ωB97M-V with the def2-TZVPD basis set.

The geometry in ORCA input format:
```
! RIJCOSX wB97M-V def2-TZVPD def2/J DEFGRID3
* xyz 0 1
C -4.2695 -1.1967 -0.3802
N -3.9371 -0.3918 0.5537
C -2.6994 0.1639 0.7684
N -1.6417 -0.1047 -0.1339
C -0.4517 -0.2598 0.0600
N 0.7112 0.0729 0.2009
C 2.0532 -0.4885 0.1570
C 3.3276 0.3588 0.1075
C 3.3678 1.6698 0.0859
N 4.5852 -0.2766 0.2793
O 4.6526 -1.4934 0.4260
O 5.5527 0.4723 0.3598
H -3.7719 -1.4774 -1.2681
H -5.3110 -1.6933 -0.3033
H -2.4472 -0.0969 1.7296
H -2.7301 1.3262 0.6995
H 2.2773 -1.4093 -0.5719
H 2.2973 -0.9250 1.1789
H 4.2965 2.2076 0.2652
H 2.4492 2.3186 -0.1014
*
```

Values from the calculation:
SMILES: C=NCN=C=NCC(=C)[N+](=O)[O-]
Relative energy (zero: lowest compared OMol25 entry of this formula, charge and spin) (eV): 7.6815


# 6
C10H10ClNO2S in the gas phase in a non-equilibrium geometry, computed with ωB97M-V with the def2-TZVPD basis set.

The geometry in ORCA input format:
```
! RIJCOSX wB97M-V def2-TZVPD def2/J DEFGRID3
* xyz 0 1
C -1.0049 -0.8429 -2.2025
C -1.3644 -0.3641 -0.9817
C -2.1900 0.8061 -0.7369
C -2.9850 0.8198 0.3785
C -3.0608 -0.3517 1.2257
N -2.1393 -1.2472 1.2095
C -1.1689 -1.1596 0.2734
C -0.0697 -1.9422 0.5507
C 1.3313 -1.7823 0.0948
C 2.1253 -0.6993 0.2098
Cl 3.8502 -0.5969 -0.2287
S 1.4904 1.0595 0.3366
C 3.0546 1.9519 0.6961
O 0.3814 0.9766 1.2370
O 1.1718 1.5432 -0.9867
H -1.2309 -0.2495 -3.0437
H -0.3946 -1.6972 -2.3939
H -2.0544 1.4305 -1.5903
H -3.6950 1.6851 0.6776
H -3.8427 -0.3614 1.9865
H -0.1067 -2.6062 1.2889
H 1.8751 -2.8081 -0.1501
H 2.8954 2.7958 1.2806
H 3.7713 1.2836 1.1420
H 3.3605 2.3567 -0.2730
*
```

Values from the calculation:
SMILES: C=c1cccn/c1=C/C=C(/Cl)S(C)(=O)=O
Relative energy (zero: lowest compared OMol25 entry of this formula, charge and spin) (eV): 3.1230


# 7
C4H4N2O in the gas phase in a non-equilibrium geometry, computed with ωB97M-V with the def2-TZVPD basis set.

The geometry in ORCA input format:
```
! RIJCOSX wB97M-V def2-TZVPD def2/J DEFGRID3
* xyz 0 1
O 2.2506 -1.1634 0.6981
C 1.2175 -0.8057 0.1799
C 1.1386 0.7370 -0.2831
C -0.0193 1.2968 0.0975
N -1.2377 0.1951 0.4933
C -1.0324 -0.9982 -0.1342
N 0.1211 -1.5680 -0.1424
H 2.0854 1.0355 -0.7979
H -0.4820 2.2714 0.2964
H -2.2293 0.4510 0.3652
H -1.8126 -1.4515 -0.7729
*
```

Values from the calculation:
SMILES: O=c1cc[nH]cn1
Relative energy (zero: lowest compared OMol25 entry of this formula, charge and spin) (eV): 2.1982


# 8
5 unconnected molecules or ions with the total composition C2H15NO5 in a non-equilibrium geometry, computed with ωB97M-V with the def2-TZVPD basis set.

The geometry in ORCA input format:
```
! RIJCOSX wB97M-V def2-TZVPD def2/J DEFGRID3
* xyz 0 1
N -0.0721 -0.2931 -0.2401
C -0.1143 0.2300 -1.6951
C -1.1125 1.3494 -1.9296
O -0.5503 2.6570 -1.9356
H 0.0517 0.4154 0.5053
H -0.9817 -0.7524 -0.0969
H -0.3473 -0.7101 -2.2737
H 0.9205 0.5770 -2.0421
H -1.9002 1.2505 -1.1949
H -1.5393 1.1579 -2.9407
H -1.3056 3.2874 -1.8568
O 2.2051 -3.0143 0.4080
H 2.4663 -3.2445 -0.4696
H 1.3493 -2.5907 0.1700
O -2.9333 -0.9204 0.9374
H -3.6412 -0.3752 0.7021
H -3.2667 -1.3544 1.7680
O 0.0673 1.8265 2.9689
H 0.6523 1.1376 3.2309
H 0.6575 2.5302 3.1416
O 3.4218 -0.8144 1.0783
H 3.3140 -1.8509 1.1316
H 2.6585 -0.4983 0.6331
*
```

Values from the calculation:
SMILES: NCCO.O.O.O.O
Relative energy (zero: lowest compared OMol25 entry of this formula, charge and spin) (eV): 1.5792


- Among the records above, which one has the highest relative energy (zero: lowest compared OMol25 entry of this formula, charge and spin)?
  C6H8N4O2


- Look up the relative energy (zero: lowest compared OMol25 entry of this formula, charge and spin) of the fourth one.
  2.6938 eV